1.
Density functional theory data (wB97M-V/def2-TZVPD) for a gas-phase ion, C3H7O2S2 (charge -1).

Geometry as XYZ:
```
14
Properties=species:S:1:pos:R:3:lowdin_charge:R:1
C -0.003 -1.730 -0.210 -0.0659
C 0.396 0.477 -1.420 -0.0733
C 0.553 -0.329 -0.142 -0.7919
O -0.391 -0.363 2.363 -0.5653
O 1.628 -0.073 0.644 -0.2989
S -1.889 2.312 1.662 -0.0289
S 0.040 0.623 1.387 0.7560
H -1.026 -1.695 -0.581 0.0805
H -0.001 -2.154 0.792 0.0648
H 0.592 -2.363 -0.870 0.0762
H 0.877 -0.010 -2.268 0.0689
H -0.665 0.597 -1.642 0.0752
H 0.834 1.462 -1.280 0.0734
H -0.945 3.246 1.566 -0.3707
```

Values from the calculation:
Gap between HOMO and LUMO: 7.11 eV
LUMO energy: 3.722 eV
Charge: -1


2.
Density functional theory data (wB97M-V/def2-TZVPD) for 2 unconnected molecules or ions with the total composition C3H7O3.

Geometry as XYZ:
```
13
Properties=species:S:1:pos:R:3:lowdin_charge:R:1
C -2.198 1.349 -0.440 -0.0549
C -0.929 0.545 -0.024 -0.7595
O -0.763 -0.548 -0.634 -0.1083
O -0.276 1.019 0.932 -0.0861
H -1.921 2.402 -0.448 0.0510
H -2.999 1.093 0.247 0.0522
H -2.419 0.998 -1.449 0.0481
C 2.066 -1.197 0.633 -0.2045
O 2.007 -0.925 -0.749 -0.1601
H 1.105 -1.098 -1.084 0.0441
H 1.187 -0.830 1.153 0.0455
H 2.255 -2.254 0.874 0.0609
H 2.885 -0.552 0.989 0.0715
```

Values from the calculation:
Gap between HOMO and LUMO: 8.55 eV
LUMO energy: 4.343 eV
Charge: -1


3.
Density functional theory data (wB97M-V/def2-TZVPD) for 2 unconnected molecules or ions with the total composition C3H7O3.

Geometry as XYZ:
```
13
Properties=species:S:1:pos:R:3:lowdin_charge:R:1
C 1.501 0.858 -1.736 -0.0641
C 0.759 -0.429 -1.304 -0.7916
O 0.721 -0.635 -0.062 -0.1078
O 0.256 -1.114 -2.214 -0.0963
H 2.029 0.712 -2.681 0.0500
H 2.109 1.193 -0.894 0.0505
H 0.792 1.674 -1.943 0.0532
C -1.481 -0.665 1.959 -0.2028
O -1.217 0.715 1.832 -0.1380
H -0.823 0.847 0.965 0.0516
H -2.453 -0.851 2.451 0.0637
H -0.751 -1.122 2.625 0.0646
H -1.443 -1.183 1.003 0.0670
```

Values from the calculation:
Gap between HOMO and LUMO: 8.28 eV
LUMO energy: 4.121 eV
Charge: -1


4.
Density functional theory data (wB97M-V/def2-TZVPD) for 2 unconnected molecules or ions with the total composition C3H7O3.

Geometry as XYZ:
```
13
Properties=species:S:1:pos:R:3:lowdin_charge:R:1
C -0.890 0.809 -0.105 -0.3620
O -0.779 0.168 -1.361 -0.1216
C -1.490 -0.138 0.926 -0.1107
H -1.514 1.701 -0.241 0.0924
H 0.099 1.127 0.236 0.0941
H -1.578 0.377 1.888 0.0602
H -0.835 -1.003 1.012 0.0556
H -2.485 -0.451 0.600 0.0570
O 1.713 -0.831 0.708 -0.1090
C 2.311 -0.658 -0.370 -0.6277
O 1.890 -0.104 -1.418 -0.1305
H 3.389 -0.963 -0.385 0.0871
H 0.169 -0.033 -1.492 0.0151
```

Values from the calculation:
Gap between HOMO and LUMO: 9.00 eV
LUMO energy: 4.403 eV
Charge: -1


5.
Density functional theory data (wB97M-V/def2-TZVPD) for 2 unconnected molecules or ions with the total composition C3H7O3.

Geometry as XYZ:
```
13
Properties=species:S:1:pos:R:3:lowdin_charge:R:1
C -0.832 -1.627 -0.251 -0.1571
O 0.460 -1.131 -0.498 -0.1917
C 0.873 -0.184 0.428 -0.2895
C 1.587 0.929 0.013 -0.4839
O 2.306 1.097 -1.017 -0.1396
H -1.053 -2.383 -1.014 0.0735
H -0.898 -2.099 0.745 0.0716
H -1.587 -0.823 -0.315 0.0700
H 0.889 -0.526 1.472 0.0822
H 1.441 1.374 1.118 0.1028
H -0.227 1.519 -0.259 0.0568
O -1.127 2.085 -0.497 -0.1825
H -1.832 1.769 0.075 -0.0125
```

Values from the calculation:
Gap between HOMO and LUMO: 6.43 eV
LUMO energy: 4.003 eV
Charge: -1


6.
Density functional theory data (wB97M-V/def2-TZVPD) for a single C3H7O3PS molecule.

Geometry as XYZ:
```
15
Properties=species:S:1:pos:R:3:lowdin_charge:R:1
C -2.059 -0.246 -0.112 -0.0382
C -0.687 0.327 -0.446 -0.4296
O -0.031 -0.402 -1.453 -0.0508
C 0.179 0.379 0.826 -0.2353
O 1.397 1.025 0.563 -0.2619
P 2.715 0.256 0.072 0.2801
O 3.745 1.176 -0.355 -0.3062
S 2.707 -1.665 0.292 0.3288
H -2.637 -0.372 -1.022 0.0855
H -2.597 0.423 0.548 0.0820
H -1.959 -1.211 0.376 0.0840
H -0.782 1.339 -0.852 0.1531
H -0.044 -1.341 -1.220 0.0888
H -0.315 0.956 1.609 0.1362
H 0.368 -0.644 1.174 0.0836
```

Values from the calculation:
SMILES: C[C@H](O)COP(=O)=S
Gap between HOMO and LUMO: 10.17 eV
LUMO energy: 0.145 eV


7.
Density functional theory data (wB97M-V/def2-TZVPD) for a gas-phase ion, C3H7O3S3 (charge -1).

Geometry as XYZ:
```
16
Properties=species:S:1:pos:R:3:lowdin_charge:R:1
C 1.420 -0.701 1.586 -0.1792
C 0.197 -0.078 0.960 -0.7939
S 0.371 1.763 1.148 0.6627
C -0.210 -0.492 -0.433 -0.7515
S 1.173 -0.315 -1.571 0.7169
S -1.550 0.479 -1.218 0.3463
O -0.860 1.738 -1.517 -0.4507
O -2.758 0.697 -0.395 -0.3633
O -1.923 -0.404 -2.304 -0.3781
H 1.328 -1.514 2.401 0.0967
H 1.823 -1.324 0.716 0.0622
H 2.092 -0.072 2.018 0.0034
H -0.718 -0.280 1.605 0.1028
H -0.318 2.074 -0.044 -0.1248
H -0.454 -1.750 -0.396 0.1687
H 0.387 0.178 -2.554 -0.1183
```

Values from the calculation:
SMILES: C[C@@H](S)[C@H](S)S(=O)(=O)[O-]
Gap between HOMO and LUMO: 8.16 eV
LUMO energy: 3.225 eV
Charge: -1


8.
Density functional theory data (wB97M-V/def2-TZVPD) for a single C3H7O4P molecule.

Geometry as XYZ:
```
15
Properties=species:S:1:pos:R:3:lowdin_charge:R:1
O -2.160 -0.034 -0.786 0.0372
C -1.162 0.603 -0.559 -0.5144
C -0.220 1.055 -1.590 -0.2265
O -0.411 0.698 -2.961 -0.0038
P -0.573 0.674 1.282 0.9039
O -1.770 -0.045 2.100 -0.3490
C 0.533 -0.851 1.211 -0.4306
O 1.851 -0.574 0.880 -0.1194
H -0.353 2.198 -1.596 0.1636
H 0.821 0.958 -1.256 0.1195
H -0.517 -0.176 -3.161 0.0396
H -2.384 -0.468 1.414 0.0860
H 0.435 -1.460 2.207 0.1267
H -0.069 -1.325 0.403 0.0822
H 2.319 -0.053 1.534 0.0850
```

Values from the calculation:
SMILES: O=C(CO)P(O)CO
Gap between HOMO and LUMO: 9.29 eV
LUMO energy: 0.471 eV


9.
Density functional theory data (wB97M-V/def2-TZVPD) for a molecular structure, C3H7O4S2.

Geometry as XYZ:
```
16
Properties=species:S:1:pos:R:3:lowdin_charge:R:1
C -0.124 1.028 -0.519 -0.3819
C -1.415 0.304 1.873 -0.1409
C 1.619 -0.968 -1.754 -0.1793
O 1.028 -0.555 1.225 -0.4082
O 0.853 1.787 1.988 -0.3958
O 2.768 1.252 -0.731 -0.3912
O 1.355 1.473 -2.761 -0.4463
S 0.307 0.709 1.153 0.5326
S 1.500 0.868 -1.403 0.5805
H -0.356 2.008 -0.738 -0.0238
H -1.886 -0.086 0.909 0.0593
H -1.280 -0.440 2.621 0.0268
H -1.755 1.271 2.148 0.0208
H 0.877 -1.644 -2.193 0.0496
H 2.632 -1.011 -2.356 0.0814
H 1.929 -1.130 -0.693 0.0164
```

Values from the calculation:
Gap between HOMO and LUMO: 8.13 eV
LUMO energy: 3.410 eV
Charge: -1


10.
Density functional theory data (wB97M-V/def2-TZVPD) for 2 unconnected molecules or ions with the total composition C3H7OS.

Geometry as XYZ:
```
12
Properties=species:S:1:pos:R:3:lowdin_charge:R:1
C 1.768 -1.081 1.223 -0.7743
S 2.268 -0.355 -0.358 0.0105
H 1.095 -1.942 1.119 -0.0199
H 2.553 -1.448 1.891 -0.0237
H 1.218 -0.341 1.832 -0.0213
O -2.411 -0.670 -0.612 -0.0064
C -1.382 -0.106 -0.903 -0.3425
C -1.175 1.364 -0.752 -0.0829
H -0.504 -0.666 -1.269 0.0661
H -0.164 1.653 -1.059 0.0454
H -1.370 1.693 0.270 0.0780
H -1.896 1.900 -1.382 0.0711
```

Values from the calculation:
Gap between HOMO and LUMO: 6.31 eV
LUMO energy: 3.957 eV
Charge: -1


11.
Density functional theory data (wB97M-V/def2-TZVPD) for 2 unconnected molecules or ions with the total composition C3H7OS.

Geometry as XYZ:
```
12
Properties=species:S:1:pos:R:3:lowdin_charge:R:1
C 1.956 0.277 -2.122 -0.6868
S 0.342 0.994 -1.483 -0.0067
H 2.246 1.056 -2.815 -0.0468
H 2.684 0.120 -1.320 -0.0249
H 1.794 -0.706 -2.551 -0.0321
O -0.653 -0.543 3.173 -0.0113
C -0.643 -0.180 2.019 -0.3441
C -1.770 -0.375 1.079 -0.1102
H 0.225 0.354 1.607 0.0823
H -1.477 -0.920 0.183 0.0474
H -2.008 0.617 0.673 0.0653
H -2.695 -0.696 1.557 0.0679
```

Values from the calculation:
Gap between HOMO and LUMO: 6.37 eV
LUMO energy: 3.969 eV
Charge: -1


12.
Density functional theory data (wB97M-V/def2-TZVPD) for 2 unconnected molecules or ions with the total composition C3H7S.

Geometry as XYZ:
```
11
Properties=species:S:1:pos:R:3:lowdin_charge:R:1
S -2.004 -0.376 1.103 -0.3456
H -1.946 -0.110 -0.218 -0.4846
C 1.230 -0.934 -0.381 -0.1633
C 1.854 0.365 -0.777 -0.2615
C 1.110 1.449 -1.040 -0.0192
H 1.631 -1.768 -0.969 0.0616
H 0.168 -0.880 -0.609 -0.0018
H 1.358 -1.111 0.686 0.0662
H 2.946 0.364 -0.800 0.0752
H 1.587 2.389 -1.278 0.0349
H 0.055 1.224 -1.117 0.0382
```

Values from the calculation:
Gap between HOMO and LUMO: 6.45 eV
LUMO energy: 4.002 eV
Charge: -1


13.
Density functional theory data (wB97M-V/def2-TZVPD) for a gas-phase ion, C3H7S (charge -1).

Geometry as XYZ:
```
11
Properties=species:S:1:pos:R:3:lowdin_charge:R:1
C -0.873 -0.641 -0.791 -0.1439
C 0.391 0.158 -0.361 -0.4374
C 0.679 0.330 1.076 -0.8182
S -0.110 1.833 1.879 -0.0254
H -1.017 -1.569 -0.240 0.0549
H -0.962 -0.729 -1.917 0.0707
H -1.774 -0.156 -0.704 0.0120
H 1.301 -0.266 -0.871 0.0838
H 0.298 1.232 -0.820 0.0974
H 1.841 0.418 1.145 0.0531
H 0.227 -0.610 1.604 0.0532
```

Values from the calculation:
SMILES: CCC[S-]
Gap between HOMO and LUMO: 6.48 eV
LUMO energy: 4.314 eV
Charge: -1


14.
Density functional theory data (wB97M-V/def2-TZVPD) for a molecular structure, C3H8AuO3.

Geometry as XYZ:
```
15
Properties=species:S:1:pos:R:3:lowdin_charge:R:1
H -0.007 -1.598 1.795 0.2849
O -1.856 -1.410 0.640 -0.0477
O 0.710 -1.182 1.014 -0.1812
C 1.409 0.020 1.279 -0.1401
C 1.545 0.816 0.001 -0.1167
O 0.278 0.780 -0.657 -0.3980
C 0.134 1.726 -1.718 0.0223
Au -0.575 -0.855 -0.445 1.4976
H 2.392 -0.197 1.715 0.1753
H 0.809 0.582 2.017 0.1636
H 2.316 0.396 -0.663 0.1687
H 1.813 1.855 0.237 0.1759
H -0.862 1.591 -2.150 0.1227
H 0.227 2.741 -1.313 0.1385
H 0.904 1.551 -2.481 0.1341
```

Values from the calculation:
Gap between HOMO and LUMO (spin up / spin down): 10.86 / 7.46 eV
2S+1: 4
LUMO energy (spin up / spin down): -9.796 / -13.576 eV
Charge: +2


15.
Density functional theory data (wB97M-V/def2-TZVPD) for a molecular structure, C3H8BI2Pt.

Geometry as XYZ:
```
15
Properties=species:S:1:pos:R:3:lowdin_charge:R:1
B 1.244 -0.939 -0.081 -0.4898
C 0.682 0.539 -0.383 -0.6968
I 1.564 1.732 1.195 1.1609
C -0.843 0.776 -0.497 -0.7357
C -1.708 -0.443 -0.342 -0.1758
I -1.475 2.208 1.025 0.9737
H 0.842 -1.673 -0.961 0.0850
H 0.762 -1.310 0.990 0.0244
H 2.468 -0.931 -0.049 0.0390
H 1.128 0.930 -1.287 0.0739
H -1.035 1.246 -1.446 0.0851
H -2.742 -0.122 -0.397 0.0756
H -1.537 -1.095 -1.186 0.0960
H -1.577 -0.946 0.600 0.0777
Pt 2.227 0.027 2.819 0.4068
```

Values from the calculation:
Gap between HOMO and LUMO: 4.87 eV
LUMO energy: -8.215 eV
Charge: +1


16.
Density functional theory data (wB97M-V/def2-TZVPD) for a single C3H8BO4PS molecule.

Geometry as XYZ:
```
18
Properties=species:S:1:pos:R:3:lowdin_charge:R:1
O -1.456 -1.250 3.407 0.1113
C -1.126 -0.568 2.488 -0.3461
O -1.141 -1.001 1.219 -0.0531
C -0.576 -0.146 0.231 -0.5242
C 0.767 -0.671 -0.285 -0.0715
B 1.749 0.487 -0.743 -0.6794
O 2.307 0.419 -1.979 0.1821
O 2.024 1.579 0.052 0.1601
P -1.757 -0.031 -1.187 0.3764
S -2.776 -1.615 -1.616 0.1522
H -0.757 0.462 2.613 0.1459
H -0.465 0.869 0.625 0.1062
H 0.613 -1.388 -1.092 0.1084
H 1.241 -1.216 0.537 0.1285
H 2.847 1.197 -2.170 0.1160
H 1.938 1.366 0.988 0.1053
H -0.890 0.412 -2.197 -0.0008
H -2.541 1.095 -0.891 -0.0172
```

Values from the calculation:
SMILES: O=CO[C@@H](CB(O)O)[PH2]=S
Gap between HOMO and LUMO: 9.01 eV
LUMO energy: -0.040 eV


17.
Density functional theory data (wB97M-V/def2-TZVPD) for 2 unconnected molecules or ions with the total composition C3H8Br2OSi.

Geometry as XYZ:
```
15
Properties=species:S:1:pos:R:3:lowdin_charge:R:1
C -1.589 -1.923 0.120 -0.1495
C 1.612 1.970 -1.381 -0.3839
C -1.390 -0.505 0.673 -0.3853
O 0.330 1.719 -0.997 -0.3332
Si 0.450 -0.058 1.061 -0.0100
Br 0.737 0.683 3.162 0.3178
Br 2.176 -1.184 0.431 0.4425
H -2.596 -2.014 -0.084 0.0396
H -0.808 -2.134 -0.623 0.0693
H -1.452 -2.558 1.057 0.0949
H 2.457 1.089 -1.207 0.0414
H 2.003 2.826 -0.907 0.0289
H 1.584 1.974 -2.597 0.1109
H -2.104 -0.152 1.412 0.0714
H -1.411 0.267 -0.121 0.0453
```

Values from the calculation:
Gap between HOMO and LUMO (spin up / spin down): 7.39 / 7.39 eV
LUMO energy (spin up / spin down): -1.051 / -1.051 eV


18.
Density functional theory data (wB97M-V/def2-TZVPD) for a molecular structure, C3H8BrN.

Geometry as XYZ:
```
13
Properties=species:S:1:pos:R:3:lowdin_charge:R:1
C 0.847 -0.234 1.832 -0.0919
C -1.470 1.653 -2.192 -0.1395
C 0.739 -1.357 0.747 -0.4776
N 1.152 -0.916 -0.507 -0.3922
Br -0.221 -0.514 -1.729 0.8078
H -0.065 0.361 1.786 0.0626
H 0.945 -0.823 2.759 0.0686
H 1.737 0.416 1.925 0.0757
H -1.905 1.559 -1.268 -0.0697
H -1.086 2.630 -2.303 -0.0148
H -2.032 1.150 -2.963 -0.0168
H 1.529 -2.028 0.934 0.0880
H -0.171 -1.897 0.978 0.0997
```

Values from the calculation:
Gap between HOMO and LUMO (spin up / spin down): 7.48 / 9.10 eV
LUMO energy (spin up / spin down): -0.565 / 0.048 eV


19.
Density functional theory data (wB97M-V/def2-TZVPD) for a molecular structure, C3H8BrNS.

Geometry as XYZ:
```
14
Properties=species:S:1:pos:R:3:lowdin_charge:R:1
C -0.094 -1.475 -0.129 -0.1125
C -0.224 -0.160 0.667 -0.3303
C -0.010 1.133 -0.148 -0.4259
N -1.149 1.718 -0.672 -0.3935
S -2.179 1.516 0.431 0.6755
Br -3.531 -0.357 -0.288 0.1246
H -0.307 -2.302 0.404 0.0187
H -0.748 -1.510 -0.965 0.0348
H 1.009 -1.665 -0.526 0.1237
H 0.483 -0.143 1.501 0.1085
H -1.189 -0.126 1.143 -0.0208
H 0.775 1.729 0.338 0.1120
H 0.495 0.736 -1.111 0.1313
H -3.137 2.322 -0.104 -0.0461
```

Values from the calculation:
Gap between HOMO and LUMO: 8.25 eV
LUMO energy: -0.875 eV